# 1
Molecular formula: C45H43Cl4CsN11O2
Method: DFT, the ωB97M-V functional and the def2-TZVPD basis

Frontier orbital gap, eV: 5.9
Charge: -1
HOMO energy, Ha: -0.1458

Positions of all 106 atoms, in Å:
Cs (-0.1567, -0.5883, -1.1969)
C (4.9844, -2.8761, -2.5280)
C (5.2189, -2.1121, -1.3942)
C (4.2408, -1.9814, -0.4245)
C (3.0016, -2.6154, -0.5545)
C (2.7771, -3.3861, -1.7016)
C (3.7555, -3.5099, -2.6760)
N (1.9897, -2.3576, 0.3675)
C (1.5638, -3.2837, 1.1830)
C (2.2161, -4.5777, 1.3348)
C (1.7971, -5.4920, 2.2403)
C (0.6780, -5.2509, 3.0899)
C (0.0213, -4.0662, 2.9799)
C (0.4127, -3.0698, 2.0453)
N (-0.2897, -1.9030, 1.8952)
N (-1.2403, -1.6996, 2.7193)
C (-2.0051, -0.5433, 2.4709)
C (-2.7749, -0.0921, 3.5517)
C (-3.6002, 0.9956, 3.3834)
C (-3.6608, 1.6105, 2.1360)
C (-2.8669, 1.0952, 1.1283)
N (-2.0506, 0.0517, 1.2792)
H (5.7471, -2.9640, -3.2899)
H (6.1606, -1.5893, -1.2760)
H (4.4055, -1.3615, 0.4484)
H (1.8091, -3.8549, -1.8343)
H (3.5430, -4.0867, -3.5675)
H (3.0760, -4.7837, 0.7110)
H (2.3312, -6.4329, 2.3242)
H (0.3563, -6.0040, 3.7971)
H (-0.8423, -3.8528, 3.5942)
H (-2.6976, -0.6178, 4.4933)
H (-4.1948, 1.3632, 4.2111)
H (-4.2990, 2.4626, 1.9485)
H (-2.8690, 1.5536, 0.1436)
N (1.1523, 0.8878, 2.4690)
C (0.8430, 2.1038, 3.0014)
C (0.9002, 2.3857, 4.3492)
C (0.6063, 3.6753, 4.8327)
C (0.2633, 4.6980, 3.9967)
C (0.1845, 4.4478, 2.6033)
C (-0.1733, 5.4375, 1.6591)
C (-0.2394, 5.1198, 0.3364)
C (0.0435, 3.7942, -0.0614)
N (0.3716, 2.8496, 0.7801)
C (0.4557, 3.1604, 2.1002)
H (1.0527, 0.0641, 3.0360)
H (0.8990, 0.7761, 1.4988)
H (1.1803, 1.6022, 5.0420)
H (0.6632, 3.8524, 5.8999)
H (0.0510, 5.6894, 4.3759)
H (-0.3884, 6.4429, 2.0038)
H (-0.5083, 5.8571, -0.4084)
H (-0.0201, 3.5137, -1.1047)
Cl (-4.6966, 0.8344, -4.1619)
C (-3.5308, 2.1407, -3.9434)
Cl (-4.2263, 3.3709, -2.8601)
Cl (-3.1301, 2.8882, -5.4904)
C (-2.3100, 1.6304, -3.2901)
N (-1.5714, 1.5922, -2.4063)
C (4.6163, 4.2983, -6.2272)
C (4.1322, 3.1824, -5.2852)
C (4.0696, 3.7711, -3.8601)
C (2.7136, 2.8050, -5.7296)
C (5.1091, 1.9507, -5.3506)
O (6.3768, 2.2737, -4.7714)
C (5.3465, 1.5269, -6.8138)
C (6.2124, 0.2828, -7.0493)
C (5.4757, -1.0367, -7.0530)
C (4.3623, -1.2221, -7.8703)
C (3.6676, -2.4193, -7.8879)
C (4.0960, -3.4572, -7.0792)
Cl (3.2308, -4.9667, -7.0906)
C (5.1988, -3.3081, -6.2592)
C (5.8787, -2.0976, -6.2514)
C (4.6392, 0.7110, -4.5718)
N (4.1314, 0.9330, -3.2333)
C (2.8590, 0.8411, -2.8391)
N (2.7541, 1.0561, -1.5448)
C (4.0435, 1.2706, -1.1813)
N (4.9152, 1.2122, -2.1664)
H (3.9872, 5.1768, -6.0817)
H (4.5504, 4.0192, -7.2782)
H (5.6435, 4.6173, -6.0256)
H (3.8529, 4.8395, -3.9152)
H (5.0058, 3.6400, -3.3218)
H (3.2828, 3.3157, -3.2620)
H (2.0759, 3.6898, -5.6739)
H (2.2613, 2.0519, -5.0893)
H (2.6754, 2.4442, -6.7578)
H (6.6552, 3.1305, -5.1094)
H (5.8339, 2.3701, -7.3047)
H (4.3868, 1.3849, -7.3137)
H (7.0192, 0.2561, -6.3137)
H (6.6953, 0.3975, -8.0242)
H (4.0221, -0.4147, -8.5075)
H (2.7970, -2.5488, -8.5151)
H (5.5108, -4.1245, -5.6245)
H (6.7315, -1.9745, -5.5936)
H (5.4749, 0.0149, -4.4962)
H (3.8437, 0.2039, -5.1203)
H (2.0478, 0.6087, -3.5142)
H (4.3437, 1.4643, -0.1652)
O (-1.8035, 0.1438, -4.9853)
C (-0.9242, -0.5756, -4.5274)
N (-0.0777, -1.2743, -4.0924)

# 2
Molecular formula: C45H44Br2F5IN3O3PPb
Method: DFT, the ωB97M-V functional and the def2-TZVPD basis

Frontier orbital gap, eV: 7.8
Charge: +2
HOMO energy, Ha: -0.4726

Positions of all 105 atoms, in Å:
Pb (0.0157, -0.5854, 1.0222)
C (3.1777, 7.0409, -0.3991)
C (3.9775, 5.7299, -0.4052)
C (5.0174, 5.7968, -1.5224)
C (4.7058, 5.5659, 0.9366)
C (3.0061, 4.5690, -0.5947)
C (2.0054, 4.3455, 0.3518)
C (1.0867, 3.3403, 0.1608)
Br (-0.1230, 3.0060, 1.5838)
C (1.1165, 2.5441, -0.9922)
O (0.0083, 1.6718, -1.2253)
C (2.1902, 2.6262, -1.8784)
C (3.0903, 3.6772, -1.6474)
C (2.5730, 1.6773, -3.0328)
C (1.6585, 0.4713, -3.2298)
C (3.9603, 1.0965, -2.6934)
C (2.6509, 2.4422, -4.3597)
H (3.8470, 7.8844, -0.2253)
H (2.4201, 7.0517, 0.3860)
H (2.6796, 7.1996, -1.3582)
H (5.6650, 6.6578, -1.3583)
H (4.5545, 5.9191, -2.5042)
H (5.6538, 4.9096, -1.5444)
H (5.4373, 6.3654, 1.0590)
H (5.2350, 4.6126, 0.9837)
H (4.0198, 5.6183, 1.7830)
H (1.9439, 4.9468, 1.2482)
H (3.9013, 3.7928, -2.3501)
H (1.6559, -0.1455, -2.3257)
H (2.0674, -0.1447, -4.0319)
H (0.6452, 0.7474, -3.5291)
H (3.9242, 0.5232, -1.7646)
H (4.7199, 1.8683, -2.5867)
H (4.2776, 0.4272, -3.4947)
H (1.6836, 2.8608, -4.6335)
H (2.9595, 1.7594, -5.1532)
H (3.3772, 3.2541, -4.3283)
N (-0.8930, -0.9933, -1.6098)
C (-2.0825, -0.5067, -2.1674)
C (-3.1036, -1.4227, -2.4447)
C (-4.3117, -1.0151, -2.9674)
C (-4.5486, 0.3336, -3.2291)
C (-3.5649, 1.2486, -2.9380)
C (-2.3205, 0.8542, -2.4092)
P (-1.3035, 2.2524, -1.9721)
C (-0.8307, 3.2137, -3.3926)
C (-1.1914, 2.7746, -4.6691)
C (-0.8767, 3.5423, -5.7795)
C (-0.2022, 4.7441, -5.6238)
C (0.1788, 5.1767, -4.3588)
C (-0.1279, 4.4181, -3.2443)
C (-2.3067, 3.2158, -0.8597)
C (-3.0200, 2.5128, 0.1193)
C (-3.7803, 3.1947, 1.0467)
C (-3.8478, 4.5839, 1.0010)
C (-3.1642, 5.2843, 0.0203)
C (-2.3957, 4.6046, -0.9140)
H (-0.8082, -1.9987, -1.6956)
H (-0.0590, -0.5566, -1.9787)
H (-2.9225, -2.4744, -2.2563)
H (-5.0743, -1.7520, -3.1822)
H (-5.4915, 0.6593, -3.6441)
H (-3.7616, 2.3015, -3.1091)
H (-1.7170, 1.8378, -4.8000)
H (-1.1603, 3.2005, -6.7654)
H (0.0359, 5.3438, -6.4923)
H (0.7191, 6.1065, -4.2417)
H (0.1915, 4.7605, -2.2674)
H (-2.9763, 1.4293, 0.1586)
H (-4.3210, 2.6467, 1.8067)
H (-4.4478, 5.1191, 1.7250)
H (-3.2337, 6.3624, -0.0273)
H (-1.8893, 5.1659, -1.6854)
F (3.8053, -6.6538, -0.5434)
C (3.2715, -5.4526, -0.3783)
C (4.0627, -4.3794, 0.0017)
F (5.3605, -4.5541, 0.2040)
C (3.5004, -3.1279, 0.1689)
F (4.2903, -2.1012, 0.5303)
C (2.1409, -2.8859, -0.0264)
O (1.6439, -1.6550, 0.1055)
C (1.3827, -3.9870, -0.4165)
F (0.0572, -3.8138, -0.6512)
C (1.9194, -5.2492, -0.5904)
F (1.1376, -6.2539, -0.9651)
Br (-2.2759, -2.2105, 5.0133)
C (-3.4410, -1.3502, 3.8082)
C (-4.3930, -0.4782, 4.3233)
C (-5.3019, 0.1392, 3.4801)
C (-5.2701, -0.1063, 2.1146)
C (-4.3192, -0.9676, 1.5907)
C (-3.4080, -1.5881, 2.4393)
I (-2.0397, -2.9036, 1.5675)
H (-4.4274, -0.3027, 5.3895)
H (-6.0490, 0.7999, 3.8989)
H (-5.9988, 0.3511, 1.4582)
H (-4.3025, -1.1838, 0.5298)
N (1.8978, -1.2395, 5.1234)
C (1.9451, -1.2599, 3.7840)
N (3.1286, -1.4258, 3.1784)
O (0.8826, -1.1129, 3.1277)
H (2.7004, -1.4237, 5.6987)
H (0.9937, -1.1639, 5.5561)
H (3.9782, -1.5881, 3.6895)
H (3.1602, -1.4781, 2.1729)

# 3
Molecular formula: C45H44IIrN5O5S2Te
Method: DFT, the ωB97M-V functional and the def2-TZVPD basis

Frontier orbital gap (spin up / spin down), eV: 6.9 / 4.9
Charge: +1
Spin multiplicity: 5
Expectation value of S²: 6.03
HOMO energy (spin up / spin down), Ha: -0.3694 / -0.3657

Positions of all 104 atoms, in Å:
Ir (0.9005, 0.6801, 0.5838)
C (4.7236, -1.1492, 2.9608)
C (3.5745, -0.6235, 3.7506)
N (3.5025, -0.8766, 5.0186)
C (2.5315, -0.3784, 5.7798)
C (1.5867, 0.4982, 5.2926)
C (0.5456, 1.0876, 6.2129)
O (-0.7704, 0.9419, 5.7208)
C (1.5741, 0.7769, 3.9024)
C (0.6104, 1.6795, 3.3628)
N (0.2962, 1.8127, 2.1123)
C (-0.7025, 2.7333, 1.7604)
C (-1.8609, 2.8797, 2.5267)
C (-2.8483, 3.7703, 2.1510)
C (-2.6966, 4.5537, 1.0190)
C (-1.5631, 4.4146, 0.2348)
C (-0.5971, 3.4953, 0.5944)
I (1.0696, 3.1671, -0.7116)
C (2.5647, 0.1638, 3.0718)
O (2.6660, 0.3074, 1.8135)
H (5.3980, -1.6844, 3.6222)
H (5.2479, -0.3245, 2.4797)
H (4.3666, -1.8079, 2.1700)
H (2.5417, -0.6994, 6.8117)
H (0.7105, 2.1661, 6.3201)
H (0.6410, 0.6334, 7.2046)
H (-0.9956, 0.0049, 5.7187)
H (0.1222, 2.3300, 4.0802)
H (-2.0015, 2.2602, 3.3997)
H (-3.7450, 3.8481, 2.7458)
H (-3.4609, 5.2588, 0.7330)
H (-1.4282, 5.0131, -0.6527)
O (-1.9845, -4.6382, 6.4692)
C (-0.8748, -3.9653, 6.1286)
O (0.1202, -4.0182, 6.7974)
C (-0.9508, -3.1454, 4.8835)
C (-2.1179, -2.4896, 4.4918)
C (-2.1232, -1.7109, 3.3530)
C (-0.9671, -1.5976, 2.5805)
S (-1.0767, -0.7179, 1.0735)
C (0.2078, -2.2303, 2.9804)
C (0.2159, -2.9827, 4.1350)
H (-2.6929, -4.5830, 5.8140)
H (-3.0211, -2.5633, 5.0839)
H (-3.0178, -1.1916, 3.0438)
H (1.1005, -2.1289, 2.3777)
H (1.1126, -3.4841, 4.4671)
N (4.9563, 0.0532, -3.5661)
C (4.4897, 1.2797, -3.3018)
N (5.3483, 2.3066, -3.3075)
S (2.8666, 1.5043, -2.9687)
H (5.9367, -0.1255, -3.7020)
H (4.3311, -0.7305, -3.4874)
H (6.3104, 2.1928, -3.5828)
H (4.9926, 3.2382, -3.1812)
C (-7.3545, -0.0116, -3.2894)
C (-5.8843, -0.0992, -3.0374)
C (-5.0243, -0.8184, -3.8543)
C (-3.6662, -0.9082, -3.5704)
C (-2.7854, -1.7422, -4.4459)
C (-3.1508, -0.2141, -2.4768)
Te (-1.0073, -0.4037, -1.9969)
N (1.2841, -0.3601, -0.9149)
C (1.6708, -1.4453, -1.5007)
O (0.9300, -2.0344, -2.3375)
C (3.0265, -1.9915, -1.2003)
C (3.2836, -3.3502, -1.3611)
C (4.5414, -3.8532, -1.0751)
C (5.5510, -3.0026, -0.6530)
C (5.2996, -1.6474, -0.5050)
C (4.0390, -1.1409, -0.7638)
C (-0.3873, 0.4417, -3.8487)
C (0.4458, -0.2944, -4.6830)
C (0.8869, 0.2471, -5.8754)
C (0.4808, 1.5170, -6.2471)
C (-0.3422, 2.2478, -5.4125)
C (-0.7873, 1.7298, -4.2026)
C (-1.6792, 2.5584, -3.3344)
C (-3.9972, 0.5163, -1.6431)
C (-3.5318, 1.3039, -0.4573)
C (-5.3503, 0.5580, -1.9398)
H (-7.6778, -0.7346, -4.0313)
H (-7.6079, 0.9878, -3.6409)
H (-7.8985, -0.1801, -2.3624)
H (-5.4117, -1.3395, -4.7186)
H (-3.3220, -2.6168, -4.8046)
H (-1.9023, -2.0718, -3.8906)
H (-2.4564, -1.1680, -5.3123)
H (2.4915, -4.0033, -1.6931)
H (4.7289, -4.9125, -1.1708)
H (6.5291, -3.3974, -0.4235)
H (6.0848, -0.9848, -0.1722)
H (3.8300, -0.0917, -0.6275)
H (0.7523, -1.2902, -4.3938)
H (1.5342, -0.3269, -6.5210)
H (0.8079, 1.9382, -7.1854)
H (-0.6488, 3.2415, -5.6994)
H (-1.3365, 3.5910, -3.3108)
H (-1.6905, 2.1599, -2.3179)
H (-2.6973, 2.5513, -3.7224)
H (-2.5060, 1.0537, -0.1897)
H (-4.1727, 1.0989, 0.3977)
H (-3.5872, 2.3712, -0.6733)
H (-6.0020, 1.1198, -1.2868)

Let's list energy in order: -118489.0698; -234291.4017; -104962.6796 eV.